Record 1
ORCA calculation (ωB97M-V/def2-TZVPD) on a cluster of 3 separate species, C42H37Br3NO8P in total in a non-equilibrium geometry.

```
92
C42H37Br3NO8P, DFT ωB97M-V/def2-TZVPD
C -1.123 4.622 -1.994
C -2.350 3.583 -1.983
C -2.560 2.847 -0.543
Br -1.449 1.199 -0.604
O -2.169 3.799 0.469
P -2.349 3.182 2.044
O -3.215 1.900 2.095
O -0.913 3.021 2.920
C 0.217 2.603 2.107
C 0.558 1.025 2.209
C 1.913 0.689 1.363
C 1.703 -0.458 0.243
N 0.922 -1.644 0.700
C 1.021 -2.443 1.898
C -0.083 -3.523 1.749
C -0.837 -3.306 0.395
C -0.122 -2.079 -0.215
O -3.281 4.373 2.896
C -2.385 5.405 3.383
Br -1.097 6.362 2.193
C -2.383 5.825 4.751
C -3.354 5.198 5.854
Br -1.161 7.275 5.400
H -0.340 4.448 -1.183
H -0.569 4.500 -3.001
H -1.529 5.692 -1.991
H -3.310 4.147 -2.229
H -2.147 2.820 -2.823
H -3.657 2.528 -0.496
H 1.144 3.143 2.544
H 0.172 2.908 1.009
H 0.834 0.846 3.317
H -0.307 0.342 1.917
H 2.792 0.464 2.080
H 2.254 1.634 0.785
H 1.194 -0.033 -0.699
H 2.748 -0.850 -0.060
H 1.762 -2.286 2.742
H -0.359 -4.366 2.469
H -1.700 -3.904 -0.055
H -0.405 -1.658 -1.230
H -4.303 5.830 5.872
H -2.819 5.308 6.870
H -3.537 4.096 5.624
C -7.921 -1.753 0.440
C -6.551 -1.841 0.681
C -5.731 -2.526 -0.209
C -6.280 -3.135 -1.335
C -7.654 -3.070 -1.563
C -8.473 -2.367 -0.679
C -8.253 -3.759 -2.729
O -9.454 -3.700 -2.933
C -7.372 -4.527 -3.639
C -7.928 -5.229 -4.709
C -7.106 -5.941 -5.577
C -5.726 -5.948 -5.384
C -5.169 -5.254 -4.316
C -5.992 -4.550 -3.435
C -5.392 -3.844 -2.280
O -4.184 -3.848 -2.107
H -8.559 -1.211 1.130
H -6.122 -1.374 1.562
H -4.664 -2.588 -0.020
H -9.541 -2.301 -0.858
H -9.002 -5.225 -4.867
H -7.541 -6.491 -6.405
H -5.085 -6.498 -6.065
H -4.094 -5.267 -4.168
C 7.253 2.392 2.945
C 8.620 2.296 3.194
C 9.443 1.606 2.309
C 8.897 1.000 1.177
C 7.524 1.076 0.941
C 6.704 1.784 1.821
C 6.925 0.396 -0.230
O 5.726 0.465 -0.439
C 7.803 -0.377 -1.137
C 7.246 -1.071 -2.212
C 8.065 -1.788 -3.078
C 9.444 -1.808 -2.878
C 10.002 -1.122 -1.806
C 9.182 -0.413 -0.927
C 9.783 0.284 0.232
O 10.989 0.263 0.410
H 6.613 2.938 3.631
H 9.046 2.760 4.077
H 10.508 1.539 2.506
H 5.638 1.858 1.635
H 6.173 -1.057 -2.375
H 7.629 -2.331 -3.910
H 10.083 -2.362 -3.558
H 11.077 -1.145 -1.653
```

max |F|: 0.1060 Eh/bohr
HOMO-LUMO gap: 0.242 Eh
structure (SMILES): CC[C@@H](Br)O[P@@](=O)(OCCCCn1cccc1)O/C(Br)=C(\C)Br.O=C1c2ccccc2C(=O)c2ccccc21.O=C1c2ccccc2C(=O)c2ccccc21

=====

Record 2
ORCA calculation (ωB97M-V/def2-TZVPD) on a cluster of 2 separate species, C5H10O2 in total in a non-equilibrium geometry.

```
17
C5H10O2, DFT ωB97M-V/def2-TZVPD
C 2.480 0.405 -0.064
O 1.156 0.388 -0.536
C 0.385 -0.546 0.154
C -0.190 -0.136 1.520
C -0.996 -0.125 0.301
C -1.776 0.724 -0.335
O -1.882 0.822 -1.686
H 2.946 -0.581 -0.192
H 2.519 0.674 1.002
H 3.017 1.149 -0.655
H 0.710 -1.581 0.023
H -0.303 -0.933 2.254
H 0.068 0.838 1.923
H -2.161 -1.838 -0.906
H -2.629 -1.251 -0.959
H -2.298 1.493 0.214
H -1.046 0.499 -2.057
```

max |F|: 0.0206 Eh/bohr
HOMO-LUMO gap: 0.356 Eh
relative energy (zero: lowest compared OMol25 entry of this formula, charge and spin): 5.031 eV
structure (SMILES): CO[C@H]1C/C1=C/O.[H][H]

=====

Record 3
ORCA calculation (ωB97M-V/def2-TZVPD) on a structure of composition C23H30Br36FIO2S in a non-equilibrium geometry.

```
94
C23H30Br36FIO2S, DFT ωB97M-V/def2-TZVPD
C 3.644 -1.846 3.654
C 4.092 -0.811 2.625
S 2.749 0.087 1.770
C 1.232 -0.392 2.695
C 0.032 -0.187 1.802
O -0.056 -1.312 0.898
C -1.213 -1.085 0.227
O -1.377 -1.284 -0.937
C -2.208 -0.485 1.232
C -3.616 -1.136 1.325
I -3.644 -3.090 0.387
C -4.179 -1.323 2.729
C -4.492 -0.006 3.462
C -1.362 -0.197 2.494
C -1.522 1.204 3.107
F -1.336 -1.188 3.453
H 4.529 -2.190 4.191
H 2.970 -1.415 4.392
H 3.213 -2.728 3.180
H 4.711 -0.064 3.120
H 4.685 -1.316 1.864
H 1.152 0.251 3.571
H 1.299 -1.439 2.970
H 0.117 0.721 1.205
H -2.390 0.522 0.833
H -4.304 -0.532 0.741
H -5.124 -1.857 2.607
H -3.550 -1.982 3.324
H -3.711 0.195 4.196
H -5.432 -0.063 4.005
H -4.508 0.845 2.779
H -0.599 1.774 3.028
H -1.794 1.151 4.160
H -2.313 1.772 2.619
C -2.565 -5.827 2.797
Br -0.824 -5.630 3.597
Br -2.728 -7.487 1.845
Br -3.980 -5.535 4.063
H -2.670 -5.030 2.074
C 0.398 5.930 3.771
Br -1.394 5.389 4.223
Br 1.729 4.732 4.479
Br 0.615 6.177 1.876
H 0.563 6.889 4.238
C 1.089 1.496 -1.335
Br -0.540 2.070 -2.169
Br 2.438 1.020 -2.620
Br 1.748 2.777 -0.053
H 0.857 0.598 -0.784
C -3.191 4.647 -4.375
Br -4.117 6.287 -3.980
Br -1.304 4.939 -4.577
Br -3.613 3.281 -3.077
H -3.552 4.293 -5.331
C 1.830 -2.991 -3.800
Br 3.546 -3.068 -2.922
Br 1.511 -4.568 -4.860
Br 0.408 -2.664 -2.558
H 1.859 -2.151 -4.480
C -6.488 0.620 -1.445
Br -5.067 1.739 -0.772
Br -6.208 0.173 -3.292
Br -6.725 -0.953 -0.363
H -7.400 1.195 -1.383
C 7.523 -3.184 3.543
Br 8.079 -4.088 1.940
Br 7.635 -1.271 3.349
Br 5.763 -3.740 4.089
H 8.206 -3.465 4.331
C 1.156 6.811 -1.378
Br -0.645 7.264 -1.874
Br 2.213 6.393 -2.931
Br 1.977 8.216 -0.333
H 1.120 5.914 -0.780
C 2.209 -4.993 -1.548
Br 4.056 -4.894 -1.014
Br 1.907 -6.464 -2.749
Br 1.014 -5.045 -0.043
H 1.984 -4.086 -2.094
C 8.269 -7.642 -0.822
Br 8.845 -8.561 -2.410
Br 8.392 -5.732 -1.031
Br 6.506 -8.194 -0.288
H 8.947 -7.917 -0.028
C -3.411 9.814 -6.565
Br -1.745 9.950 -5.614
Br -3.506 8.194 -7.599
Br -4.919 10.001 -5.381
H -3.455 10.637 -7.263
C -2.060 -0.604 -5.708
Br -2.783 1.088 -5.145
Br -0.156 -0.496 -5.995
Br -2.539 -2.006 -4.486
H -2.504 -0.842 -6.663
```

max |F|: 0.0812 Eh/bohr
HOMO-LUMO gap: 0.304 Eh

=====

Record 4
ORCA calculation (ωB97M-V/def2-TZVPD) on the molecule C3H3NOS3 in a non-equilibrium geometry.

```
11
C3H3NOS3, DFT ωB97M-V/def2-TZVPD
C 0.191 0.109 0.019
C 1.456 -0.071 -0.730
C -0.204 1.506 0.470
H -1.234 -2.984 0.121
H 2.195 -0.694 -0.275
H -2.334 0.517 0.780
N -0.575 -0.844 0.392
O 0.564 2.433 0.387
S -0.067 -2.357 -0.183
S 1.879 0.680 -2.104
S -1.871 1.707 1.123
```

max |F|: 0.0316 Eh/bohr
HOMO-LUMO gap: 0.289 Eh
relative energy (zero: lowest compared OMol25 entry of this formula, charge and spin): 1.458 eV
structure (SMILES): O=C(S)/C(C=S)=N/S

=====

Record 5
ORCA calculation (ωB97M-V/def2-TZVPD) on a structure of composition C24H24IN5Pd.

```
55
C24H24IN5Pd, DFT ωB97M-V/def2-TZVPD
Pd -0.273 -0.164 0.026
C 0.075 2.827 0.762
C -0.713 2.402 1.998
C -0.102 1.254 2.766
C -0.193 1.211 4.150
C 0.404 0.174 4.845
C 1.101 -0.795 4.140
C 1.136 -0.698 2.767
N 0.542 0.293 2.085
N -0.284 2.051 -0.448
C -1.568 2.472 -1.031
C -2.290 1.350 -1.747
C -3.372 1.633 -2.562
C -4.068 0.590 -3.147
C -3.659 -0.715 -2.904
C -2.569 -0.916 -2.088
N -1.893 0.094 -1.521
C 0.760 2.157 -1.492
C 2.008 1.411 -1.125
C 3.272 1.936 -1.307
C 4.374 1.155 -0.988
C 4.174 -0.122 -0.490
C 2.879 -0.572 -0.326
N 1.818 0.175 -0.643
H 1.140 2.677 0.937
H -0.076 3.894 0.569
H -1.740 2.142 1.722
H -0.797 3.253 2.673
H -0.717 2.000 4.675
H 0.337 0.130 5.925
H 1.603 -1.611 4.641
H 1.658 -1.440 2.175
H -1.398 3.296 -1.730
H -2.212 2.865 -0.245
H -3.664 2.662 -2.731
H -4.921 0.791 -3.784
H -4.176 -1.559 -3.338
H -2.208 -1.914 -1.878
H 0.983 3.203 -1.714
H 0.351 1.708 -2.399
H 3.393 2.940 -1.694
H 5.376 1.542 -1.122
H 5.006 -0.762 -0.227
H 2.675 -1.563 0.062
I -2.143 -1.904 1.575
C -0.905 -3.109 0.402
C -1.012 -4.485 0.408
C -0.188 -5.181 -0.466
C 0.678 -4.483 -1.295
C 0.714 -3.105 -1.215
N -0.063 -2.419 -0.365
H -1.710 -4.992 1.059
H -0.233 -6.262 -0.503
H 1.317 -4.999 -1.998
H 1.373 -2.517 -1.841
```

max |F|: 0.0126 Eh/bohr
net charge: +2
HOMO-LUMO gap (spin up / spin down): 0.340 / 0.299 Eh
multiplicity: 3

=====

Record 6
ORCA calculation (ωB97M-V/def2-TZVPD) on a structure of composition C3H5LiO3Tl in a non-equilibrium geometry.

```
13
C3H5LiO3Tl, DFT ωB97M-V/def2-TZVPD
H 2.760 0.475 1.603
O -1.180 0.129 0.362
C -0.804 -1.150 0.613
C 0.008 -1.386 1.872
O 1.377 -0.992 1.707
C 1.731 0.243 1.940
O 0.970 1.172 2.128
Tl -2.285 0.883 -1.914
Li -0.850 1.582 1.888
H -0.354 -1.608 -0.294
H -1.773 -1.717 0.691
H 0.040 -2.460 2.073
H -0.434 -0.880 2.741
```

max |F|: 0.0505 Eh/bohr
net charge: +2
HOMO-LUMO gap (spin up / spin down): 0.393 / 0.272 Eh
relative energy (zero: lowest compared OMol25 entry of this formula, charge and spin): 0.000 eV
multiplicity: 2

=====

Record 7
ORCA calculation (ωB97M-V/def2-TZVPD) on a structure of composition C20H40LaNOP3S in a non-equilibrium geometry.

```
67
C20H40LaNOP3S, DFT ωB97M-V/def2-TZVPD
La -0.050 0.161 1.702
P 0.387 -2.144 0.112
P 2.930 0.059 2.237
P -2.615 0.579 0.346
H 1.773 2.691 0.546
C 0.706 2.765 0.789
C 0.260 3.004 2.062
H 0.937 3.078 2.926
C 1.019 -1.739 -1.558
C 1.591 -3.414 0.645
C -1.073 -3.174 -0.296
C 3.621 1.561 3.034
C 3.595 -1.247 3.345
C 4.055 -0.107 0.800
C -3.328 2.248 0.611
C -4.056 -0.501 0.655
C -2.523 0.546 -1.479
H 0.024 2.816 -0.071
H -0.802 3.217 2.271
H 1.262 -2.672 -2.084
H 1.926 -1.124 -1.487
H 0.292 -1.165 -2.151
H 1.569 -4.272 -0.040
H 1.332 -3.756 1.655
H 2.610 -3.006 0.686
H -0.750 -4.098 -0.797
H -1.778 -2.631 -0.943
H -1.605 -3.434 0.630
H 4.706 1.636 2.862
H 3.428 1.507 4.116
H 3.124 2.453 2.633
H 4.695 -1.223 3.379
H 3.260 -2.231 2.986
H 3.201 -1.089 4.357
H 5.092 -0.059 1.156
H 3.872 0.715 0.095
H 3.882 -1.059 0.283
H -4.083 2.466 -0.160
H -2.533 3.005 0.569
H -3.795 2.293 1.605
H -4.964 -0.080 0.204
H -4.201 -0.598 1.738
H -3.867 -1.502 0.244
H -3.494 0.850 -1.895
H -2.265 -0.453 -1.852
H -1.747 1.238 -1.833
C -0.782 0.458 -4.996
C -0.097 0.424 -6.237
C -0.016 1.631 -6.961
C -0.604 2.812 -6.501
C -1.393 2.770 -5.338
C -1.557 1.563 -4.653
O -0.675 -0.444 -3.954
H -0.121 -1.228 -4.133
H 0.338 -0.503 -6.633
H 0.521 1.660 -7.908
H -0.471 3.753 -7.027
H -1.879 3.658 -4.946
H -2.222 1.478 -3.793
S -1.878 -2.497 4.748
C -0.816 -1.683 5.874
C -0.123 -0.670 5.271
N -0.409 -0.552 3.891
C -1.362 -1.441 3.492
H -0.731 -1.961 6.920
H 0.565 0.039 5.731
H -1.909 -1.378 2.525
```

max |F|: 0.0523 Eh/bohr
net charge: +3
HOMO-LUMO gap: 0.160 Eh
relative energy (zero: lowest compared OMol25 entry of this formula, charge and spin): 0.236 eV

=====

Record 8
ORCA calculation (ωB97M-V/def2-TZVPD) on a cluster of 10 separate species, C27H78N4O10 in total in a non-equilibrium geometry.

```
119
C27H78N4O10, DFT ωB97M-V/def2-TZVPD
C -1.601 -4.472 3.237
C -2.311 -4.171 1.935
O -2.394 -2.737 1.763
H -0.588 -4.067 3.247
H -1.418 -5.532 3.428
H -2.166 -4.033 4.062
H -3.288 -4.625 1.781
H -1.617 -4.486 1.152
H -3.169 -2.413 2.236
C -2.769 -1.545 -4.071
C -2.201 -0.160 -3.927
O -2.742 0.771 -4.866
H -3.790 -1.579 -3.674
H -2.176 -2.258 -3.495
H -2.840 -1.921 -5.091
H -1.129 -0.280 -4.102
H -2.274 0.272 -2.925
H -3.633 0.970 -4.559
C 3.446 2.159 -1.236
C 2.290 2.769 -2.018
O 2.778 3.830 -2.819
H 4.236 1.945 -1.958
H 3.063 1.245 -0.786
H 3.835 2.830 -0.475
H 1.590 3.156 -1.261
H 1.742 2.060 -2.646
H 2.085 4.114 -3.423
C -4.277 -0.655 -0.479
C -4.555 -2.088 -0.871
O -3.384 -2.842 -1.142
H -3.697 -0.184 -1.271
H -3.700 -0.608 0.450
H -5.196 -0.112 -0.252
H -5.175 -2.155 -1.770
H -5.218 -2.620 -0.176
H -2.863 -2.858 -0.329
C 1.621 -2.505 -4.720
C 2.350 -1.320 -4.092
O 2.896 -1.618 -2.815
H 1.096 -2.226 -5.632
H 0.986 -3.025 -4.002
H 2.330 -3.294 -4.999
H 1.641 -0.494 -3.965
H 3.117 -0.936 -4.769
H 3.853 -1.587 -2.881
C 1.619 -4.942 1.061
C 2.212 -4.425 -0.237
C 1.411 -4.814 -1.481
O 1.425 -6.214 -1.644
C 0.643 -6.657 -2.718
N 2.350 -2.962 -0.115
H 1.550 -6.029 1.077
H 0.635 -4.492 1.234
H 2.270 -4.616 1.874
H 3.194 -4.901 -0.312
H 1.822 -4.325 -2.376
H 0.392 -4.394 -1.449
H 0.605 -7.743 -2.598
H 1.087 -6.448 -3.699
H -0.397 -6.310 -2.726
H 1.376 -2.600 -0.079
H 2.519 -2.617 -1.073
C 3.095 0.197 1.722
C 2.986 -0.788 2.905
C 1.574 -1.145 3.316
O 0.903 -0.011 3.816
C -0.395 -0.290 4.310
N 3.664 -2.036 2.507
H 4.147 0.420 1.525
H 2.465 1.087 1.821
H 2.840 -0.263 0.762
H 3.553 -0.351 3.731
H 1.605 -1.959 4.053
H 1.039 -1.603 2.470
H -0.671 0.506 4.998
H -0.400 -1.235 4.862
H -1.074 -0.380 3.459
H 3.124 -2.413 1.711
H 4.547 -1.833 2.052
C -0.887 3.702 4.826
C -0.497 3.889 3.368
C 0.975 4.256 3.201
O 1.256 4.333 1.814
C 2.628 4.570 1.618
N -0.828 2.691 2.604
H -1.831 3.210 5.041
H -0.829 4.626 5.407
H -0.097 3.103 5.304
H -1.126 4.723 3.038
H 1.633 3.559 3.729
H 1.092 5.257 3.639
H 2.753 4.951 0.603
H 3.243 3.678 1.778
H 3.079 5.341 2.257
H -0.495 2.806 1.651
H -0.304 1.895 2.959
C -2.209 3.282 -0.896
C -2.408 4.694 -0.377
C -2.017 5.813 -1.341
O -0.704 5.705 -1.845
C 0.256 5.580 -0.819
N -3.817 4.880 0.018
H -2.742 3.191 -1.851
H -2.695 2.553 -0.248
H -1.163 3.050 -1.091
H -1.815 4.792 0.542
H -2.078 6.785 -0.829
H -2.780 5.866 -2.119
H 0.207 6.424 -0.122
H 1.259 5.575 -1.245
H 0.109 4.645 -0.282
H -3.949 5.806 0.416
H -4.025 4.269 0.803
C -0.149 -0.310 -0.509
O -0.244 -1.685 -0.168
H 0.000 0.276 0.402
H 0.695 -0.188 -1.190
H -1.000 0.085 -1.074
H -0.993 -1.809 0.430
```

max |F|: 0.0361 Eh/bohr
HOMO-LUMO gap: 0.329 Eh
relative energy (zero: lowest compared OMol25 entry of this formula, charge and spin): 0.573 eV
structure (SMILES): COC[C@H](C)N.COC[C@H](C)N.COC[C@H](C)N.COC[C@H](C)N.CCO.CCO.CCO.CCO.CCO.CO